No. 1
The following is a DFT calculation (ωB97M-V/def2-TZVPD) of a molecular structure, C49H56BF4N3O5P3Re.

Highest occupied orbital energy (spin up / spin down) (eV): -10.2 / -10.0
2S+1: 4
<S²>: 3.773
Net charge: +1
Gap between HOMO and LUMO (spin up / spin down) (eV): 8.18 / 7.27
Strongest force on any atom (eV/A): 0.76

Each line ends with the Löwdin spin population.
Cartesian coordinates (Å):
Re: -0.472 0.250 1.018  2.512
C: 3.884 -3.064 -4.481  0.000
C: 4.181 -2.491 -3.085  0.000
C: 5.698 -2.509 -2.829  0.000
C: 3.667 -1.038 -3.022  0.000
C: 4.251 -0.013 -3.760  0.000
C: 3.746 1.278 -3.723  0.000
C: 2.622 1.582 -2.960  0.000
C: 1.993 0.590 -2.212  -0.002
P: 0.373 0.891 -1.323  0.036
C: -0.856 0.517 -2.619  0.015
C: -2.137 0.127 -2.231  0.009
C: -3.121 -0.105 -3.181  0.001
C: -2.829 0.043 -4.528  0.000
C: -1.554 0.433 -4.924  0.001
C: -0.570 0.672 -3.976  0.002
C: 0.443 2.725 -1.287  0.004
C: -0.457 3.514 -1.993  -0.001
C: -0.404 4.899 -1.892  0.001
C: 0.549 5.507 -1.084  0.000
C: 1.452 4.724 -0.375  0.001
C: 1.395 3.340 -0.474  0.004
C: 2.561 -0.680 -2.271  0.000
O: 1.933 -1.604 -1.513  -0.001
C: 2.482 -2.837 -1.267  0.000
C: 1.877 -3.425 -0.158  0.001
C: 2.224 -4.731 0.114  0.000
C: 3.196 -5.350 -0.682  0.000
C: 3.845 -4.669 -1.702  0.000
C: 3.497 -3.353 -2.022  0.000
P: 0.876 -1.972 0.536  0.000
C: 2.513 -1.149 1.035  0.000
C: 2.789 0.209 0.932  0.029
C: 3.955 0.759 1.455  0.006
C: 4.873 -0.051 2.106  0.002
C: 4.610 -1.409 2.224  0.004
C: 3.448 -1.952 1.689  -0.001
C: -0.603 -2.403 -0.568  0.013
C: -0.531 -2.838 -1.900  0.006
C: -1.654 -3.320 -2.553  0.005
C: -2.883 -3.389 -1.904  0.010
C: -2.978 -2.958 -0.594  0.002
C: -1.849 -2.474 0.065  0.016
H: 4.377 -2.468 -5.253  0.000
H: 2.811 -3.065 -4.683  0.000
H: 4.251 -4.091 -4.555  0.000
H: 6.233 -1.943 -3.594  0.000
H: 6.077 -3.533 -2.853  0.000
H: 5.929 -2.079 -1.852  0.000
H: 5.117 -0.220 -4.379  0.000
H: 4.221 2.057 -4.305  0.000
H: 2.236 2.591 -2.964  0.000
H: -2.373 -0.011 -1.181  0.007
H: -4.111 -0.414 -2.866  0.000
H: -3.593 -0.145 -5.273  0.000
H: -1.327 0.558 -5.975  0.000
H: 0.415 0.982 -4.298  0.000
H: -1.211 3.053 -2.621  0.000
H: -1.116 5.505 -2.440  0.000
H: 0.592 6.587 -1.008  0.000
H: 2.200 5.191 0.254  0.000
H: 2.117 2.743 0.075  0.001
H: 1.779 -5.270 0.944  0.000
H: 3.472 -6.377 -0.475  0.000
H: 4.632 -5.172 -2.253  0.000
H: 2.093 0.859 0.426  0.018
H: 4.148 1.822 1.347  0.000
H: 5.783 0.371 2.518  0.000
H: 5.314 -2.057 2.734  0.000
H: 3.278 -3.016 1.796  0.000
H: 0.390 -2.826 -2.459  0.000
H: -1.560 -3.649 -3.582  0.000
H: -3.752 -3.786 -2.418  0.000
H: -3.919 -2.994 -0.056  0.000
H: -1.965 -2.180 1.092  0.002
O: -1.692 2.016 0.368  0.027
H: -1.814 2.760 0.993  0.002
H: -2.603 1.713 0.194  0.004
F: -2.951 -0.030 1.407  0.058
B: -4.237 -0.365 2.084  0.004
F: -4.116 0.023 3.435  0.001
F: -4.430 -1.734 1.941  0.001
F: -5.227 0.385 1.424  0.002
N: -1.061 2.433 4.624  0.009
C: 0.277 2.716 4.431  0.000
C: 0.663 1.958 3.378  0.017
N: -0.432 1.219 2.939  0.042
C: -1.461 1.539 3.711  0.018
H: -1.652 2.832 5.332  0.001
H: 0.824 3.405 5.052  0.000
H: 1.637 1.857 2.925  0.003
H: -2.466 1.132 3.637  0.001
C: -5.941 3.498 3.542  0.000
O: -5.346 3.790 2.263  0.000
P: -4.046 2.929 1.818  0.000
O: -4.243 3.000 0.195  0.000
C: -5.478 2.654 -0.464  0.000
O: -2.823 4.047 1.861  0.000
C: -3.007 5.392 1.368  0.000
H: -5.927 2.426 3.748  0.000
H: -5.418 4.028 4.339  0.000
H: -6.969 3.844 3.506  0.000
H: -5.560 3.286 -1.344  0.000
H: -6.333 2.832 0.185  0.000
H: -5.464 1.607 -0.758  0.000
H: -3.726 5.924 1.987  0.000
H: -3.361 5.382 0.338  0.000
H: -2.043 5.890 1.418  0.000
C: 0.856 -1.602 4.244  0.004
C: -0.104 -2.214 3.217  0.006
C: 0.192 -3.709 3.061  -0.001
C: -1.538 -2.035 3.700  0.004
N: 0.082 -1.569 1.888  0.092
H: 1.880 -1.588 3.865  0.000
H: 0.836 -2.187 5.169  0.001
H: 0.561 -0.576 4.480  0.000
H: -0.103 -4.252 3.960  0.000
H: 1.261 -3.875 2.896  0.000
H: -0.367 -4.120 2.215  0.000
H: -1.619 -2.358 4.742  0.000
H: -2.249 -2.616 3.110  0.000
H: -1.837 -0.989 3.652  0.001

---

No. 2
The following is a DFT calculation (ωB97M-V/def2-TZVPD) of a molecular structure, C23H48NOP3RhSe in a non-equilibrium geometry.

Highest occupied orbital energy (spin up / spin down) (eV): -15.8 / -16.5
2S+1: 5
<S²>: 6.053
Net charge: +3
Gap between HOMO and LUMO (spin up / spin down) (eV): 6.62 / 3.69
Strongest force on any atom (eV/A): 2.89
Energy above the lowest of the compared OMol25 structures with the same formula, charge and spin (kJ/mol): 222.9

Each line ends with the Löwdin spin population.
Cartesian coordinates (Å):
Rh: -1.255 -0.794 -1.083  1.553
P: -1.274 1.254 -1.975  0.123
P: -0.276 0.323 0.877  0.127
P: -3.124 -0.505 0.221  0.203
H: -0.542 -3.375 -2.954  0.020
C: -1.522 -2.891 -3.015  0.417
C: -1.601 -1.475 -2.938  0.069
H: -0.695 -0.902 -3.281  0.040
C: 0.416 1.513 -2.621  0.040
C: -1.687 2.761 -1.004  0.013
C: -2.355 1.471 -3.404  0.020
C: 0.536 -0.974 1.873  0.025
C: 1.098 1.508 0.607  0.029
C: -1.102 1.370 2.202  0.015
C: -4.362 -1.370 -0.790  0.059
C: -4.083 1.011 0.639  0.022
C: -3.102 -1.359 1.846  0.043
H: -2.304 -3.373 -3.622  0.018
H: -2.518 -1.168 -3.469  0.009
H: 1.154 0.814 -2.202  0.006
H: 0.719 2.544 -2.409  0.005
H: 0.340 1.363 -3.702  0.002
H: -0.832 3.147 -0.443  0.000
H: -2.523 2.601 -0.317  0.001
H: -1.989 3.498 -1.758  0.003
H: -2.584 0.548 -3.937  0.001
H: -1.836 2.122 -4.110  0.005
H: -3.307 1.900 -3.079  0.000
H: 1.131 -0.502 2.670  0.005
H: 1.201 -1.544 1.209  0.003
H: -0.205 -1.660 2.308  0.001
H: 1.444 1.848 1.589  0.005
H: 0.790 2.379 0.023  0.000
H: 1.905 0.978 0.080  0.000
H: -0.324 1.624 2.934  0.003
H: -1.908 0.853 2.730  0.000
H: -1.499 2.301 1.781  0.000
H: -5.302 -1.392 -0.223  0.012
H: -4.024 -2.387 -1.002  0.001
H: -4.498 -0.812 -1.726  0.000
H: -5.062 0.674 1.009  0.006
H: -4.250 1.622 -0.253  0.000
H: -3.607 1.611 1.422  0.000
H: -4.151 -1.553 2.121  0.008
H: -2.627 -0.777 2.650  0.000
H: -2.576 -2.317 1.743  0.002
C: 0.177 -4.356 0.693  0.109
C: -0.670 -3.819 -0.283  0.073
C: -2.030 -4.063 -0.224  0.043
C: -2.600 -4.626 0.936  0.102
C: -1.750 -5.012 1.990  -0.004
C: -0.360 -4.998 1.821  0.083
Se: 2.027 -4.391 0.358  0.597
H: 1.767 -4.965 -0.978  0.024
H: -0.202 -3.262 -1.096  0.015
H: -2.652 -3.789 -1.069  0.013
H: -3.692 -4.709 1.024  0.004
H: -2.204 -5.361 2.924  -0.001
H: 0.317 -5.419 2.572  0.003
O: 2.976 -0.265 -0.853  0.015
C: 4.131 -0.352 -1.308  0.001
C: 5.066 0.827 -1.585  0.002
C: 6.339 0.806 -0.759  0.000
C: 7.451 -0.052 -1.350  0.000
C: 7.117 -1.544 -1.475  0.000
C: 5.893 -1.851 -2.292  0.000
N: 4.642 -1.579 -1.576  0.002
H: 5.291 0.798 -2.664  0.000
H: 4.489 1.731 -1.372  0.000
H: 6.704 1.832 -0.690  0.000
H: 6.142 0.492 0.272  0.000
H: 7.753 0.335 -2.331  0.000
H: 8.342 0.046 -0.719  0.000
H: 7.962 -2.048 -1.954  0.000
H: 7.037 -1.984 -0.472  0.000
H: 5.905 -1.268 -3.219  0.000
H: 5.867 -2.911 -2.540  0.000
H: 3.942 -2.303 -1.518  0.002

---

Q: Look up the <S²> of the second one.
A: 6.053